The following is a quantum chemistry calculation of a molecular structure, C3H5O3Tl in a non-equilibrium geometry, from the Open Molecules 2025 dataset.

Geometry as ORCA input:
```
! RIJCOSX wB97M-V def2-TZVPD def2/J DEFGRID3
* xyz 0 1
C -0.09238 -0.12216 -0.39715
O -1.31263 0.20939 0.02334
H 1.43209 0.60600 -1.92896
H 0.71460 1.60060 2.04543
C 0.20207 0.68806 1.72422
Tl 2.27198 -1.43468 -2.11621
H 0.28611 -0.09518 2.48674
O 0.09531 -1.16905 -1.02658
C -1.23707 0.93782 1.25388
H -1.44055 1.99555 1.04558
H -1.98965 0.53976 1.94166
O 0.83493 0.20604 0.53315
*
```

LUMO, eV: 0.22
HOMO level, eV: -6.90
Energy relative to the best compared isomer or geometry (same formula, charge and spin), kcal per mole: 74.0
Orbital gap, eV: 7.12

The following is a quantum chemistry calculation of a molecular structure, C3H5O3Y in a non-equilibrium geometry, from the Open Molecules 2025 dataset.

Geometry as ORCA input:
```
! RIJCOSX wB97M-V def2-TZVPD def2/J DEFGRID3
* xyz 1 2
C -1.25026 0.14679 -0.29460
H -4.02499 -0.34751 -1.09243
H -2.92954 -0.72764 1.77843
O -1.78300 -0.74240 -1.02497
H -3.99947 0.60372 1.18100
C -3.20012 -0.09842 0.92390
O -2.05277 0.70880 0.59765
Y 1.71327 0.61102 -1.89528
H -3.38982 -2.00934 -0.13022
C -3.54061 -0.93841 -0.30668
O -0.05720 0.51424 -0.32084
H -5.02259 -1.36069 -0.07608
*
```

LUMO (spin up / spin down), eV: -3.76 / -6.84
HOMO level (spin up / spin down), eV: -10.35 / -10.25
Energy relative to the best compared isomer or geometry (same formula, charge and spin), kcal per mole: 70.8
Orbital gap (spin up / spin down), eV: 6.59 / 3.41

Copy entry 1 word for word.
The following is a quantum chemistry calculation of a molecular structure, C3H5O3Tl in a non-equilibrium geometry, from the Open Molecules 2025 dataset.

Geometry as ORCA input:
```
! RIJCOSX wB97M-V def2-TZVPD def2/J DEFGRID3
* xyz 0 1
C -0.09238 -0.12216 -0.39715
O -1.31263 0.20939 0.02334
H 1.43209 0.60600 -1.92896
H 0.71460 1.60060 2.04543
C 0.20207 0.68806 1.72422
Tl 2.27198 -1.43468 -2.11621
H 0.28611 -0.09518 2.48674
O 0.09531 -1.16905 -1.02658
C -1.23707 0.93782 1.25388
H -1.44055 1.99555 1.04558
H -1.98965 0.53976 1.94166
O 0.83493 0.20604 0.53315
*
```

LUMO, eV: 0.22
HOMO level, eV: -6.90
Energy relative to the best compared isomer or geometry (same formula, charge and spin), kcal per mole: 74.0
Orbital gap, eV: 7.12

Please write out number 2 again, unchanged.
The following is a quantum chemistry calculation of a molecular structure, C3H5O3Y in a non-equilibrium geometry, from the Open Molecules 2025 dataset.

Geometry as ORCA input:
```
! RIJCOSX wB97M-V def2-TZVPD def2/J DEFGRID3
* xyz 1 2
C -1.25026 0.14679 -0.29460
H -4.02499 -0.34751 -1.09243
H -2.92954 -0.72764 1.77843
O -1.78300 -0.74240 -1.02497
H -3.99947 0.60372 1.18100
C -3.20012 -0.09842 0.92390
O -2.05277 0.70880 0.59765
Y 1.71327 0.61102 -1.89528
H -3.38982 -2.00934 -0.13022
C -3.54061 -0.93841 -0.30668
O -0.05720 0.51424 -0.32084
H -5.02259 -1.36069 -0.07608
*
```

LUMO (spin up / spin down), eV: -3.76 / -6.84
HOMO level (spin up / spin down), eV: -10.35 / -10.25
Energy relative to the best compared isomer or geometry (same formula, charge and spin), kcal per mole: 70.8
Orbital gap (spin up / spin down), eV: 6.59 / 3.41

Q: energy relative to the best compared isomer or geometry (same formula, charge and spin) of number 1 (C3H5O3Tl)?
A: 74.0 kcal per mole